Model P:
C3H2O3 | ωB97M-V with the def2-TZVPD basis set

Element x y z (Å)
O  -2.18  0.43  1.02
O  1.33  -0.30  0.85
O  -0.47  1.17  -1.69
C  0.97  -0.46  -0.44
C  -1.06  0.28  0.93
C  0.09  0.40  -1.00
H  0.41  -0.07  1.30
H  1.03  -1.44  -0.91

Computed properties:
E_LUMO   -0.12 eV
HOMO   -0.323 hartree
Charge   0
Frontier orbital gap   8.6558 eV
Spin multiplicity   1

Model Q:
C3H2O3 | ωB97M-V with the def2-TZVPD basis set

Element x y z (Å)
O  0.32  -2.17  0.08
O  -1.43  0.97  -0.03
O  -2.86  0.88  0.04
C  1.03  0.26  -0.03
C  -0.43  0.22  -0.17
C  0.32  -1.01  -0.09
H  1.72  0.33  -0.78
H  1.32  0.51  0.98

Computed properties:
E_LUMO (spin up / spin down)   -2.13 / -2.13 eV
HOMO (spin up / spin down)   -0.362 / -0.362 hartree
Charge   0
Frontier orbital gap (spin up / spin down)   7.7063 / 7.7075 eV
Spin multiplicity   1

Model R:
C3H2O3 | ωB97M-V with the def2-TZVPD basis set

Element x y z (Å)
O  -2.08  0.75  0.84
O  -0.58  0.68  -1.56
O  1.55  -0.98  0.60
C  -0.19  0.23  -0.51
C  -0.91  0.47  0.82
C  1.07  -0.64  -0.45
H  -0.30  0.36  1.74
H  1.49  -0.92  -1.44

Computed properties:
E_LUMO   -1.64 eV
HOMO   -0.369 hartree
Charge   0
Frontier orbital gap   8.3890 eV
Spin multiplicity   1

Model S:
C3H2O3 | ωB97M-V with the def2-TZVPD basis set

Element x y z (Å)
O  0.47  -1.12  0.13
O  2.53  -0.15  0.02
O  0.52  1.13  -0.12
C  -0.78  0.73  -0.01
C  -0.83  -0.59  0.16
C  1.35  -0.11  0.01
H  -1.62  -1.26  -0.13
H  -1.65  1.38  -0.07

Computed properties:
E_LUMO   0.80 eV
HOMO   -0.356 hartree
Charge   0
Frontier orbital gap   10.5050 eV
Spin multiplicity   1

Most favorable structure: model S. The second most favorable one is 0.814 eV above it.

Model P:
C6H14N2O | ωB97M-V with the def2-TZVPD basis set

Element x y z (Å)
O  0.13  1.40  1.98
N  0.22  -1.37  1.78
N  -1.72  1.55  0.67
C  -1.17  -0.88  -1.62
C  2.24  0.44  -0.25
C  0.92  0.42  -1.01
C  -0.59  -0.62  0.84
C  -0.64  0.89  1.18
C  -0.05  -0.77  -0.59
H  2.10  0.78  0.77
H  -1.86  -1.68  -1.35
H  -1.81  2.53  0.86
H  1.13  0.25  -2.07
H  2.69  -0.55  -0.23
H  -0.75  -1.12  -2.60
H  0.55  -1.68  -0.60
H  -2.47  1.06  0.22
H  2.94  1.13  -0.73
H  -0.14  -1.24  2.72
H  -1.72  0.05  -1.71
H  -1.61  -1.02  0.89
H  0.45  1.41  -0.98
H  1.16  -0.99  1.79

Computed properties:
E_LUMO   0.87 eV
HOMO   -0.343 hartree
Charge   0
Frontier orbital gap   10.2135 eV
Spin multiplicity   1

Model Q:
C6H14N2O | ωB97M-V with the def2-TZVPD basis set

Element x y z (Å)
O  0.28  -2.23  -0.29
N  0.80  1.11  0.16
N  -0.70  -1.23  -0.07
C  0.80  2.05  1.26
C  -0.49  1.06  -1.92
C  -1.85  -1.65  0.57
C  2.13  0.54  -0.06
C  -2.26  -2.90  0.76
C  0.26  1.77  -1.10
H  -3.24  -3.12  1.15
H  1.14  1.55  2.17
H  -0.08  -2.81  -0.97
H  -0.10  -0.31  0.29
H  2.43  -0.02  0.83
H  2.88  1.30  -0.28
H  -0.93  1.49  -2.79
H  -0.74  -0.06  -1.51
H  0.47  2.83  -1.15
H  -1.62  -3.75  0.59
H  1.48  2.90  1.09
H  2.07  -0.16  -0.89
H  -0.20  2.45  1.41
H  -2.53  -0.82  0.74

Computed properties:
E_LUMO   0.92 eV
HOMO   -0.287 hartree
Charge   0
Frontier orbital gap   8.7382 eV
Spin multiplicity   1

Most favorable structure: model P. The second most favorable one is 4.959 eV above it.

Model P:
C6H14N2O | ωB97M-V with the def2-TZVPD basis set

Element x y z (Å)
O  -0.27  -0.48  1.09
N  -0.01  1.02  -1.19
N  -1.02  -0.99  -1.60
C  0.20  2.21  -0.38
C  -2.35  0.79  -0.49
C  2.00  -1.06  1.99
C  1.46  -1.75  -0.49
C  1.33  -1.30  0.70
C  -1.07  0.21  -1.01
H  0.84  0.49  -1.37
H  1.99  0.00  2.24
H  -3.11  0.02  -0.42
H  -2.70  1.58  -1.16
H  3.03  -1.41  1.94
H  -0.60  2.93  -0.55
H  -1.85  -1.55  -1.46
H  1.14  2.66  -0.67
H  -0.87  -1.24  1.12
H  2.35  -2.14  -0.95
H  0.24  1.95  0.68
H  1.47  -1.57  2.80
H  -2.18  1.21  0.50
H  -0.01  -1.55  -1.32

Computed properties:
E_LUMO   0.87 eV
HOMO   -0.279 hartree
Charge   0
Frontier orbital gap   8.4717 eV
Spin multiplicity   1

Model Q:
C6H14N2O | ωB97M-V with the def2-TZVPD basis set

Element x y z (Å)
O  -0.30  -1.30  1.39
N  -1.10  -1.55  -1.14
N  -1.01  -0.10  -1.12
C  -1.22  0.65  -2.38
C  1.95  -0.18  1.26
C  2.61  -1.29  1.13
C  -0.15  0.86  2.22
C  0.46  -0.13  1.19
C  0.13  0.40  -0.47
H  2.33  0.86  1.04
H  -2.08  0.15  -2.78
H  -0.58  -1.73  0.59
H  -1.00  1.45  1.85
H  2.11  -2.34  1.23
H  -1.39  1.66  -2.19
H  -0.24  0.70  -3.06
H  -0.41  0.25  3.10
H  0.08  1.47  -0.48
H  -2.04  -1.73  -1.49
H  0.77  1.44  2.58
H  -0.24  -1.85  -1.53
H  1.15  0.35  -0.89
H  3.63  -1.32  1.51

Computed properties:
E_LUMO   0.86 eV
HOMO   -0.307 hartree
Charge   0
Frontier orbital gap   9.2042 eV
Spin multiplicity   1

Most favorable structure: model P. The second most favorable one is 0.519 eV above it.